(1)
{"formula": "C16H15BrFNO3S", "method": "ωB97M-V with the def2-TZVPD basis set", "symbols": ["C", "H", "S", "F", "H", "C", "C", "H", "C", "H", "C", "H", "C", "H", "H", "H", "C", "H", "O", "O", "H", "C", "C", "C", "C", "C", "O", "C", "H", "H", "N", "H", "C", "C", "H", "C", "Br", "H"], "positions_angstrom": [[-4.170, 0.125, -0.281], [-3.382, -1.565, -1.342], [0.120, 1.296, 0.564], [7.418, 1.554, -1.110], [2.877, -1.076, 1.829], [1.115, -1.646, 0.958], [3.346, -2.121, 0.063], [2.726, -2.317, -0.818], [4.443, -1.146, -0.261], [-0.708, -1.225, 1.971], [-1.836, -0.327, -0.521], [1.566, 0.810, 2.356], [0.349, -0.989, 2.110], [0.677, -1.441, 3.051], [3.083, 0.434, -0.750], [-0.112, 0.981, 2.905], [-1.573, 0.812, 0.216], [-4.715, 1.885, 0.817], [0.151, 2.718, 0.780], [0.545, -2.226, 0.058], [7.826, -0.888, -0.367], [5.778, -1.515, -0.153], [4.121, 0.148, -0.662], [-3.152, -0.679, -0.772], [0.536, 0.514, 2.167], [-3.905, 1.273, 0.452], [0.996, 0.757, -0.439], [6.438, 0.667, -0.834], [-2.334, 2.510, 1.247], [-1.019, -0.934, -0.879], [2.453, -1.595, 1.077], [6.035, -2.518, 0.154], [5.117, 1.062, -0.947], [-2.588, 1.616, 0.700], [3.772, -3.071, 0.407], [6.786, -0.613, -0.443], [-5.975, -0.356, -0.618], [4.881, 2.068, -1.258]], "mulliken_charge": [0.146, 0.448, 1.316, -0.330, 0.278, 0.529, -0.952, 0.369, 0.307, 0.333, -0.188, 0.499, -0.869, 0.467, 0.674, 0.458, -0.044, 0.431, -0.720, -0.686, 0.429, -0.530, -0.116, -0.649, -0.751, -0.537, -0.636, 0.386, 0.441, 0.411, -0.075, 0.342, -0.765, -0.467, 0.354, -0.601, -0.184, 0.480], "relative_energy_kj_mol": 6.0, "total_energy_ha": -3971.2604, "molar_mass_g_mol": 400.27, "orbital_gap_ev": 9.3, "largest_force_ev_per_a": 0.89}

=====

(2)
{"formula": "C7H8F12KNO13S4", "method": "ωB97M-V with the def2-TZVPD basis set", "symbols": ["K", "O", "C", "F", "O", "O", "O", "F", "H", "F", "O", "C", "F", "H", "C", "N", "O", "O", "H", "F", "O", "F", "S", "O", "C", "O", "F", "C", "C", "H", "O", "F", "H", "H", "S", "O", "F", "F", "F", "F", "O", "H", "C", "S", "H", "S"], "positions_angstrom": [[-1.072, -1.234, 1.094], [-0.384, 2.764, 3.697], [-0.517, 3.989, 6.094], [-4.356, 4.986, -0.172], [-6.400, 2.643, 0.834], [2.688, -2.570, -4.313], [0.342, -2.718, -3.543], [-5.011, 4.576, -2.223], [7.033, 1.819, -3.788], [0.652, -3.735, -7.159], [-4.210, -4.362, 4.520], [-4.096, -7.096, 4.811], [-1.773, 4.547, 6.072], [6.351, 0.267, -4.451], [6.173, 1.152, -3.840], [5.745, 0.664, -2.414], [0.096, 5.143, 3.773], [5.641, 2.902, -1.498], [3.130, 1.202, -2.272], [2.205, -4.794, -6.189], [-2.312, -5.242, 5.895], [0.271, 4.801, 6.822], [0.343, 3.844, 4.378], [1.768, 3.572, 4.584], [1.074, -4.111, -5.946], [-4.556, 1.933, -0.674], [-4.748, -7.193, 3.608], [3.582, 1.705, -1.418], [5.046, 1.873, -1.706], [3.189, 2.702, -1.220], [0.970, -1.340, -5.546], [-6.436, 5.307, -0.826], [5.203, -0.154, -2.654], [3.379, 1.051, -0.569], [-5.827, 2.695, -0.524], [-6.827, 2.489, -1.572], [0.127, -4.916, -5.462], [-4.988, -7.095, 5.830], [-3.262, -8.115, 5.128], [-0.680, 2.823, 6.654], [-2.308, -5.440, 3.458], [5.393, 1.697, -4.372], [-5.351, 4.512, -0.949], [-3.142, -5.397, 4.664], [6.579, 0.368, -1.927], [1.274, -2.510, -4.687]], "mulliken_charge": [0.990, -0.656, 0.577, -0.224, -0.642, -0.655, -0.618, -0.227, 0.350, -0.243, -0.656, 0.556, -0.234, 0.384, -0.828, -0.143, -0.663, -0.426, 0.381, -0.240, -0.664, -0.229, 1.087, -0.665, 0.594, -0.647, -0.208, -0.974, 0.511, 0.333, -0.638, -0.240, 0.366, 0.335, 1.058, -0.662, -0.232, -0.220, -0.216, -0.215, -0.669, 0.349, 0.585, 1.081, 0.358, 1.040], "relative_energy_kj_mol": 423.2, "total_energy_ha": -4695.5478, "molar_mass_g_mol": 709.48, "orbital_gap_ev": 4.7, "total_charge": -2, "largest_force_ev_per_a": 3.49}

=====

(3)
{"formula": "C10H26LiN3O6", "method": "ωB97M-V with the def2-TZVPD basis set", "symbols": ["O", "H", "H", "C", "Li", "H", "H", "C", "C", "N", "O", "C", "O", "H", "H", "H", "C", "C", "H", "H", "H", "O", "H", "C", "H", "H", "H", "N", "H", "N", "H", "H", "C", "H", "H", "H", "H", "H", "H", "O", "C", "O", "C", "H", "H", "H"], "positions_angstrom": [[-3.156, 1.839, 3.216], [0.197, 3.937, 0.488], [-0.703, -4.438, -1.392], [0.515, -3.170, 2.363], [-0.641, 0.062, 1.372], [-1.063, 5.033, -1.399], [1.749, -1.518, 4.188], [1.187, -2.776, -4.385], [-0.240, 3.070, -1.521], [-1.206, 2.100, -1.096], [-4.061, 3.260, 4.536], [-0.688, -3.355, -1.273], [1.389, 2.335, 0.121], [0.509, -0.253, 3.898], [0.161, -1.882, 4.592], [0.681, -1.878, -4.741], [0.395, -2.737, -2.197], [0.587, -3.424, 0.853], [2.939, 1.914, 1.555], [1.393, -3.640, 2.807], [3.274, 3.169, 0.432], [-4.206, 3.454, 2.450], [-2.041, 2.536, -0.733], [0.726, 3.493, -0.355], [1.407, 4.252, -0.739], [2.180, -2.601, -3.971], [-0.399, -3.570, 2.802], [-3.835, 2.852, 3.422], [0.285, 2.496, -2.285], [-0.580, -2.885, 0.157], [-1.581, 1.602, -1.890], [1.360, -3.451, -5.223], [2.470, 2.752, 1.038], [-1.906, 3.910, -2.576], [-1.661, -3.077, -1.679], [1.401, -2.675, -1.781], [0.595, -4.496, 0.659], [1.533, -3.067, 0.444], [-0.419, 4.687, -3.002], [0.536, -1.771, 2.543], [0.731, -1.319, 3.852], [0.334, -3.435, -3.434], [-0.961, 4.258, -2.159], [-1.372, -3.357, 0.569], [0.052, -1.708, -2.305], [2.133, 3.473, 1.783]], "mulliken_charge": [-0.693, 0.411, 0.393, -0.698, 0.797, 0.355, 0.293, -0.728, 0.248, -0.489, -0.644, -0.872, -0.246, 0.251, 0.345, 0.285, -0.152, -0.812, 0.251, 0.378, 0.317, -0.655, 0.236, -0.827, 0.374, 0.307, 0.405, 1.014, 0.346, -0.131, 0.239, 0.262, -0.822, 0.413, 0.343, 0.294, 0.475, 0.340, 0.366, -0.197, -0.769, -0.365, -1.445, 0.236, 0.221, 0.350], "relative_energy_kj_mol": 275.8, "total_energy_ha": -1019.6284, "molar_mass_g_mol": 291.27, "orbital_gap_ev": 6.3, "largest_force_ev_per_a": 3.71}

=====

(4)
{"formula": "C4H5NO2", "method": "ωB97M-V with the def2-TZVPD basis set", "symbols": ["C", "H", "H", "N", "C", "H", "H", "H", "O", "O", "C", "C"], "positions_angstrom": [[-0.947, -0.028, 0.363], [-0.783, -0.114, 1.448], [-2.017, -0.125, 0.180], [1.233, -0.851, -0.311], [-0.151, -1.090, -0.391], [-0.304, -2.085, 0.040], [2.457, -0.105, 0.583], [-0.386, -1.125, -1.446], [-1.197, 2.293, -0.254], [0.913, 1.491, -0.120], [1.678, 0.295, -0.054], [-0.489, 1.356, -0.045]], "mulliken_charge": [-0.463, 0.277, 0.294, -0.447, -0.421, 0.290, 0.393, 0.321, -0.499, -0.346, 0.083, 0.517], "relative_energy_kj_mol": 189.3, "total_energy_ha": -360.5973, "molar_mass_g_mol": 99.09, "orbital_gap_ev": 10.7, "largest_force_ev_per_a": 3.41}

=====

(5)
{"formula": "C24H38AsCrN4S2", "method": "ωB97M-V with the def2-TZVPD basis set", "symbols": ["C", "N", "S", "H", "C", "C", "C", "C", "As", "C", "H", "H", "C", "H", "S", "H", "H", "H", "H", "H", "C", "N", "H", "H", "H", "H", "H", "Cr", "C", "C", "H", "C", "H", "H", "H", "C", "H", "H", "N", "C", "H", "H", "H", "H", "H", "C", "C", "H", "H", "H", "H", "H", "C", "H", "N", "C", "H", "H", "C", "C", "H", "H", "C", "C", "H", "C", "H", "H", "C", "C"], "positions_angstrom": [[-5.257, -2.484, 0.139], [0.601, 0.216, -2.415], [0.725, -2.126, -0.232], [-1.734, -4.040, 1.324], [2.993, -2.727, 2.147], [-2.195, 2.848, -0.075], [-2.647, -4.638, 1.372], [-2.920, -1.944, 0.076], [1.179, -3.100, 1.574], [-2.739, 4.132, -0.054], [0.476, -2.771, 3.971], [-6.636, -0.836, 0.141], [-3.920, -2.904, 0.120], [1.791, -5.325, 0.595], [-4.700, 1.531, 0.050], [-3.811, 4.272, 0.028], [0.139, 5.873, -0.355], [-5.326, -5.148, 1.103], [-5.375, -5.195, -0.673], [-2.372, -5.694, 1.422], [-0.809, 2.602, -0.176], [-2.342, 0.472, -0.005], [3.095, -2.927, 3.213], [3.257, -1.694, 1.938], [-0.324, -1.600, 2.882], [1.453, 0.057, 0.201], [3.104, -0.066, -1.321], [-0.338, 0.625, -0.217], [-0.025, -2.636, 3.014], [-3.526, -4.379, 0.140], [-3.183, -4.379, 2.288], [1.647, 2.034, 2.255], [3.296, 2.170, 0.907], [0.141, -5.387, 1.246], [1.306, 3.004, 1.898], [-4.734, -5.316, 0.202], [-0.034, 0.401, -3.182], [2.244, 2.203, 3.153], [1.824, 0.994, 0.005], [-3.239, -0.591, 0.049], [3.396, 1.674, -1.202], [3.109, 0.575, 1.640], [-0.365, 1.670, 2.332], [-6.054, -3.211, 0.168], [0.944, -0.732, -2.532], [1.728, 1.162, -2.439], [1.151, -5.024, 1.421], [1.314, 2.169, -2.377], [-2.465, -5.756, -1.163], [-1.874, -2.221, 0.056], [-1.804, -4.115, -1.181], [-2.295, 6.226, -0.128], [-1.894, 5.222, -0.146], [1.075, 3.617, -0.395], [0.491, 1.169, 2.544], [-0.524, 5.020, -0.271], [3.663, -3.379, 1.590], [-3.320, -4.467, -2.020], [-2.974, 1.632, -0.007], [-2.726, -4.696, -1.134], [-0.905, -3.276, 2.963], [-4.387, -6.350, 0.218], [2.562, 1.417, 1.198], [0.001, 3.732, -0.289], [1.537, -5.434, 2.355], [-5.599, -1.144, 0.123], [2.328, 1.084, -3.350], [0.454, 0.950, 3.531], [2.617, 0.913, -1.227], [-4.583, -0.204, 0.081]], "mulliken_charge": [-0.278, -0.483, -0.451, -0.789, -0.811, 0.743, -0.840, 1.183, 0.679, -0.806, 0.467, 0.404, 0.005, 0.388, -0.353, 0.421, 0.437, 0.447, 0.475, 0.533, -0.289, 0.405, 0.414, 0.047, 0.112, -0.336, 0.248, 0.393, -0.769, 2.369, 0.484, -0.720, 0.356, 0.256, 0.232, -2.285, 0.265, 0.498, 1.034, -2.044, 0.436, 0.030, 0.060, 0.549, 0.218, -0.582, -0.985, 0.246, 0.447, -0.281, 0.224, 0.412, -0.770, 0.421, -0.296, -1.065, 0.387, 0.387, 0.880, -1.569, 0.318, 0.428, -0.793, -0.140, 0.415, -1.406, 0.494, 0.310, -0.773, 0.956], "relative_energy_kj_mol": 145.5, "total_energy_ha": -5232.8210, "molar_mass_g_mol": 573.65, "orbital_gap_ev": [7.8, 8.2], "total_charge": 1, "largest_force_ev_per_a": 1.36, "spin_multiplicity": 5}